Entry 1:
C6H30O9 | the ωB97M-V functional and the def2-TZVPD basis

CARTESIAN COORDINATES (ANGSTROEM)
C -3.133 0.920 -2.546
C -2.458 1.590 -1.404
C -2.941 2.951 -0.888
O -2.396 0.637 -0.393
H -3.115 1.624 -3.378
H -4.180 0.671 -2.375
H -2.735 -0.018 -2.934
H -1.418 1.755 -1.685
H -2.202 3.351 -0.194
H -3.925 2.857 -0.430
H -3.036 3.687 -1.686
H -2.179 -0.188 -0.832
C 2.822 -2.715 0.022
C 2.750 -3.179 1.463
C 1.348 -3.023 2.074
O 3.225 -4.530 1.669
H 2.630 -1.643 -0.009
H 2.092 -3.190 -0.634
H 3.809 -2.877 -0.411
H 3.471 -2.513 1.938
H 1.387 -3.596 3.000
H 0.566 -3.481 1.468
H 1.016 -2.014 2.323
H 2.608 -5.164 1.298
O 2.225 -0.586 -3.154
H 2.980 -0.057 -2.895
H 1.561 -0.397 -2.491
O -1.701 -1.968 -0.625
H -2.533 -2.150 -1.062
H -1.250 -2.812 -0.607
O 2.445 3.334 -1.114
H 2.039 3.744 -0.350
H 1.985 2.501 -1.211
O -1.767 1.115 2.242
H -2.014 1.058 1.319
H -2.599 1.078 2.715
O 0.907 0.813 2.428
H -0.048 0.777 2.494
H 1.215 0.147 3.041
O 0.534 3.458 1.117
H -0.306 3.694 1.511
H 0.726 2.587 1.464
O 0.765 0.622 -0.403
H 1.014 0.635 0.521
H -0.184 0.495 -0.394

Atoms 1-3, force components in eV/Å:
C -1.455 0.901 -1.663
C 1.327 0.592 -0.603
C -0.406 -0.652 -0.317

The total energy comes out at -25136.5353 eV. Its SMILES is CC(C)O.CC(C)O.O.O.O.O.O.O.O. The calculation puts the HOMO-LUMO gap at 10.312 eV. For the energy relative to the best compared isomer or geometry (same formula, charge and spin), the calculation gives 33.1 kcal per mole.



Entry 2:
C6H31FN5O2 | the ωB97M-V functional and the def2-TZVPD basis

CARTESIAN COORDINATES (ANGSTROEM)
N 3.161 14.955 19.958
H 3.712 15.786 20.120
H 3.857 14.230 19.860
H 2.410 15.030 19.286
H 2.760 14.811 20.874
N -1.098 13.797 18.281
H -1.860 14.115 18.863
H -0.458 14.573 18.371
H -1.637 13.605 17.448
H -0.693 12.978 18.711
N -0.113 16.772 20.585
H 0.495 16.260 19.961
H 0.259 17.013 21.493
H -1.041 16.402 20.731
H -0.370 17.690 20.253
N 1.218 17.927 17.648
H 1.205 16.934 17.834
H 0.398 18.311 18.096
H 1.158 18.254 16.695
H 1.954 18.278 18.243
F 1.057 15.454 18.366
C 4.643 10.905 11.484
O 4.577 12.251 11.151
C 5.722 12.937 11.529
C 5.486 14.384 11.947
N 4.976 14.233 13.249
C 4.341 15.409 13.838
C 3.485 14.955 14.981
O 2.625 13.945 14.625
C 2.252 13.142 15.718
H 5.582 10.422 11.215
H 3.883 10.239 11.076
H 4.611 10.819 12.570
H 6.409 12.979 10.684
H 6.391 12.433 12.227
H 4.977 14.861 11.110
H 6.503 14.775 11.989
H 4.393 13.421 13.393
H 3.678 15.971 13.181
H 5.142 16.140 13.948
H 3.057 15.884 15.359
H 4.145 14.774 15.830
H 1.777 13.762 16.478
H 3.010 12.518 16.191
H 1.434 12.476 15.443

Atoms 1-3, force components in eV/Å:
N 1.156 0.110 2.119
H 0.280 0.823 -0.547
H 0.147 -0.843 -0.647

Its spin multiplicity is 2. The total energy comes out at -20943.1074 eV. The net charge is +4. The calculation puts the HOMO-LUMO gap (spin up / spin down) at 6.916 / 4.973 eV.



Entry 3:
C6H31NO10 | the ωB97M-V functional and the def2-TZVPD basis

CARTESIAN COORDINATES (ANGSTROEM)
C 0.350 1.091 -0.252
N 1.005 1.199 1.042
C 0.115 0.780 2.201
C -0.879 1.783 2.737
C -1.803 2.070 1.610
C -2.599 1.038 1.220
C 1.161 0.286 3.230
O 1.772 -0.944 2.725
H 0.642 0.189 -0.878
H -0.703 0.980 -0.304
H 0.682 1.865 -0.984
H 1.987 1.254 1.182
H -0.322 -0.114 1.793
H -0.243 2.601 3.207
H -1.440 1.307 3.613
H -1.715 3.016 1.083
H -3.200 1.311 0.361
H -2.648 0.074 1.700
H 0.551 -0.117 4.051
H 2.028 0.819 3.628
H 2.667 -0.720 2.412
H 0.013 0.338 -3.629
H -0.438 -1.121 -3.417
O -0.445 -0.377 -4.079
H 3.213 2.598 -0.935
H 4.333 1.617 -0.578
O 3.355 1.671 -0.637
H 3.038 -0.527 -2.086
H 2.940 -1.100 -3.474
O 3.023 -1.388 -2.555
H -1.581 2.208 -3.226
H -2.354 2.107 -1.894
O -1.491 2.006 -2.291
H 0.784 -3.842 1.843
H 0.544 -2.713 2.943
O 0.655 -3.648 2.769
H -2.144 -2.099 -0.312
H -1.650 -0.882 -0.435
O -2.022 -1.375 0.329
H -0.151 -2.093 -1.296
H 0.373 -2.922 -2.502
O -0.332 -2.281 -2.236
H 1.113 -1.849 1.076
H -0.327 -2.191 0.855
O 0.521 -2.198 0.383
H -2.394 -0.309 -3.877
H -2.898 0.338 -2.592
O -3.086 0.261 -3.524

Atoms 1-3, force components in eV/Å:
C 3.197 -0.706 -2.460
N -4.183 0.470 0.806
C 4.839 0.114 -1.062

Its spin multiplicity is 2. The total energy comes out at -28686.9209 eV. The net charge is -1. The calculation puts the HOMO-LUMO gap (spin up / spin down) at 2.303 / 7.677 eV. For the energy relative to the best compared isomer or geometry (same formula, charge and spin), the calculation gives 32.9 kcal per mole.



Entry 4:
C6H31O17Zn | the ωB97M-V functional and the def2-TZVPD basis

CARTESIAN COORDINATES (ANGSTROEM)
Zn -2.652 -0.626 -3.630
C -1.975 3.578 2.804
C -3.518 3.909 2.795
O -4.316 3.455 3.638
O -3.910 4.570 1.844
H -1.447 4.522 2.667
H -1.660 2.864 2.044
H -1.732 3.101 3.753
C -2.277 1.964 -9.244
C -2.295 1.296 -7.840
O -3.295 0.801 -7.376
O -1.264 1.312 -7.102
H -1.916 2.991 -9.186
H -3.200 1.903 -9.820
H -1.506 1.407 -9.776
C 1.030 -1.202 1.097
C 0.095 -1.442 -0.054
O 0.460 -1.226 -1.230
O -1.085 -1.720 0.136
H 1.334 -0.180 1.325
H 1.889 -1.871 1.061
H 0.517 -1.578 1.982
O 5.117 -1.766 5.153
H 5.634 -1.703 4.350
H 5.658 -1.343 5.820
O 7.400 -2.653 1.312
H 8.285 -2.999 1.201
H 6.847 -3.430 1.395
O -7.157 -0.200 0.999
H -7.781 0.471 1.275
H -6.347 0.022 1.459
O -3.523 -1.344 4.111
H -2.896 -1.296 3.389
H -3.267 -0.634 4.699
O -2.159 -3.689 -5.221
H -2.329 -3.874 -6.145
H -1.477 -4.314 -4.973
O 3.087 2.612 -3.843
H 2.427 1.931 -3.714
H 3.346 2.525 -4.760
O 4.938 4.230 0.213
H 4.547 3.837 -0.568
H 4.998 5.163 0.007
O 4.427 -5.964 2.339
H 3.620 -6.215 1.890
H 4.154 -5.769 3.235
O 3.551 4.044 4.965
H 2.706 3.673 5.216
H 3.529 4.066 4.008
O 0.999 -2.551 6.953
H 1.571 -2.841 7.664
H 1.572 -2.049 6.374
O -5.906 -1.754 -2.976
H -6.272 -1.954 -2.115
H -6.571 -2.055 -3.596

Atoms 1-3, force components in eV/Å:
Zn 0.277 -0.055 -0.042
C -1.066 0.059 0.766
C 1.346 -1.605 0.203

The total energy comes out at -89944.1552 eV. The net charge is -1. The calculation puts the HOMO-LUMO gap at 1.702 eV. For the energy relative to the best compared isomer or geometry (same formula, charge and spin), the calculation gives 282.5 kcal per mole.



Entry 5:
C6H32B2CrO6 | the ωB97M-V functional and the def2-TZVPD basis

CARTESIAN COORDINATES (ANGSTROEM)
Cr -2.069 -0.755 0.315
B -0.223 0.354 -0.334
H -0.754 0.688 0.543
H -0.735 0.719 -1.212
H 0.779 0.755 -0.306
H -0.298 -0.722 -0.328
B -1.164 -2.228 1.585
H -0.567 -1.330 1.621
H -2.186 -2.034 1.869
H -1.270 -2.524 0.553
H -0.710 -3.031 2.145
C -1.125 -2.152 -2.315
O -2.031 -1.231 -1.779
H -0.474 -1.562 -2.959
H -0.510 -2.709 -1.607
H -1.641 -2.855 -2.970
H -2.587 -0.864 -2.470
C -2.608 2.468 -0.038
O -3.006 1.154 -0.361
H -3.081 2.816 0.881
H -1.530 2.557 0.090
H -2.893 3.099 -0.880
H -3.869 1.234 -0.774
C 2.221 -2.342 -0.271
O 2.256 -1.443 -1.363
H 1.921 -1.794 0.623
H 1.518 -3.164 -0.409
H 3.206 -2.787 -0.125
H 1.723 -0.671 -1.162
C 3.724 0.466 1.683
O 4.244 1.765 1.987
H 4.124 -0.164 2.477
H 2.636 0.435 1.747
H 4.021 0.018 0.735
H 3.909 2.282 1.251
C 1.541 1.870 -3.065
O 1.758 2.262 -1.730
H 0.488 1.805 -3.339
H 2.148 2.381 -3.811
H 1.845 0.824 -3.095
H 1.172 1.632 -1.303
C -1.310 0.961 2.999
O -2.301 0.232 2.285
H -1.794 1.544 3.782
H -0.707 0.248 3.562
H -0.736 1.669 2.402
H -3.053 0.126 2.872

Atoms 1-3, force components in eV/Å:
Cr -0.779 0.692 -0.077
B 0.747 0.577 -0.641
H -1.476 1.719 3.199

Its spin multiplicity is 5. The total energy comes out at -48791.7224 eV. The calculation puts the HOMO-LUMO gap (spin up / spin down) at 7.706 / 8.691 eV.



Entry 6:
C6H32O9S2 | the ωB97M-V functional and the def2-TZVPD basis

CARTESIAN COORDINATES (ANGSTROEM)
C 2.067 2.285 1.709
C 2.847 1.293 0.768
C 0.826 1.767 2.486
S 1.266 0.669 3.810
S 0.628 -1.098 3.516
C -2.891 2.243 -0.172
C -2.663 2.458 -1.467
C -2.053 1.487 -2.502
H 1.634 3.211 1.124
H 2.792 2.738 2.392
H 3.522 1.947 0.318
H 2.382 0.745 0.025
H 3.515 0.694 1.480
H 0.157 1.254 1.884
H 0.336 2.675 2.979
H -3.400 2.974 0.222
H -2.689 1.393 0.404
H -2.814 3.393 -1.997
H 2.600 0.604 3.447
H -2.021 0.504 -2.090
H -1.117 1.727 -2.934
H -2.652 1.521 -3.443
H 2.491 0.436 -3.934
H 1.511 1.235 -3.030
O 2.074 1.388 -3.795
H -0.717 0.026 -4.326
H -1.348 -1.366 -4.559
O -1.453 -0.468 -4.811
H 0.841 -2.953 -0.601
H 1.970 -3.727 -1.153
O 1.486 -2.849 -1.313
H 1.067 -0.810 -0.779
H 1.344 -0.831 -2.261
O 1.034 -0.272 -1.576
H -0.971 -0.825 -1.280
H -1.414 -2.029 -0.482
O -1.368 -1.721 -1.443
H -3.580 -2.591 0.278
H -3.292 -1.682 1.451
O -3.399 -2.593 1.184
H -1.073 4.170 0.743
H -1.062 2.743 0.549
O -0.753 3.386 1.161
H -0.424 -2.852 1.901
H -1.583 -2.927 1.129
O -0.722 -3.305 1.155
H 0.331 -2.061 -2.773
H 1.602 -2.868 -3.265
O 0.971 -2.168 -3.508

Atoms 1-3, force components in eV/Å:
C -1.549 1.160 -1.642
C 1.033 0.976 4.446
C 1.615 2.863 1.168

The total energy comes out at -46835.5085 eV. The calculation puts the HOMO-LUMO gap at 8.534 eV. For the energy relative to the best compared isomer or geometry (same formula, charge and spin), the calculation gives 41.5 kcal per mole.